(1)
Below is C22H25N3O4 in the gas phase, with properties calculated with ωB97M-V/def2-TZVPD.

Calculated values
HOMO = -7.86 eV
E_LUMO = 0.551 eV
Energy above the lowest of the compared OMol25 structures with the same formula, charge and spin = 42.38 kcal/mol

Geometry (Å):
C: -0.3101 -4.0101 -0.6733
H: -0.4302 -3.7348 -1.7269
O: -0.3281 -2.8837 0.1657
C: -1.4784 -2.1342 0.2446
C: -2.5999 -2.3806 -0.5386
C: -3.7251 -1.5763 -0.4767
C: -3.7629 -0.4930 0.3869
C: -2.6572 -0.2604 1.1900
C: -1.5143 -1.0547 1.1487
O: -0.5353 -0.6503 2.0008
C: 0.6210 -1.4263 2.2266
H: 1.1538 -0.9096 3.0245
H: 0.3688 -2.4380 2.5519
H: 1.2582 -1.4728 1.3423
H: -2.6462 0.5685 1.8810
C: -4.9080 0.4815 0.3851
H: -4.8933 1.0567 1.3110
H: -5.8642 -0.0370 0.3096
C: -4.7685 1.4537 -0.8089
N: -3.3908 1.8423 -0.9987
C: -2.8222 2.8759 -0.3308
O: -3.4438 3.7944 0.1715
C: -1.3516 2.7996 -0.2680
C: -0.4524 1.7831 -0.5337
C: 0.8040 2.2815 -0.1334
N: 0.6607 3.5261 0.3331
N: -0.6276 3.8166 0.2502
H: -0.9942 4.7014 0.5673
C: 2.0872 1.5991 -0.1591
C: 2.1683 0.2677 -0.5680
C: 3.3572 -0.4358 -0.5799
C: 4.5323 0.2147 -0.1836
C: 4.4679 1.5361 0.2178
C: 3.2680 2.2415 0.2469
O: 3.3015 3.5214 0.6665
H: 2.3891 3.8747 0.6622
H: 5.3600 2.0578 0.5294
C: 5.8439 -0.5078 -0.1884
H: 5.8126 -1.3626 0.4869
H: 6.0713 -0.8831 -1.1857
H: 6.6474 0.1525 0.1260
C: 3.3801 -1.8740 -1.0052
H: 2.3759 -2.2205 -1.2365
H: 4.0042 -2.0063 -1.8889
H: 3.7886 -2.5025 -0.2140
H: 1.2659 -0.2357 -0.8815
H: -0.6627 0.8163 -0.9410
H: -2.7772 1.0943 -1.2831
H: -5.1147 0.9775 -1.7293
H: -5.3484 2.3598 -0.6281
H: -4.5699 -1.7979 -1.1111
H: -2.5997 -3.2110 -1.2264
H: -1.0825 -4.7348 -0.3965
H: 0.6716 -4.4605 -0.5311

(2)
Below is a molecular structure, C33H29FeN3O7P, with properties calculated with ωB97M-V/def2-TZVPD.

Calculated values
HOMO (alpha / beta) = -3.25 / -4.39 eV
Multiplicity = 5
Net charge = -1
E_LUMO (alpha / beta) = 1.850 / 1.855 eV
Energy above the lowest of the compared OMol25 structures with the same formula, charge and spin = 0.00 kcal/mol

Geometry (Å):
Fe: -0.0203 1.1043 1.5177
O: -4.1253 2.2934 0.1967
C: -2.9116 1.9373 0.7423
O: -1.8145 2.1601 0.2747
C: -3.0968 1.1602 1.9888
C: -4.3183 0.7892 2.5540
C: -4.3012 0.0630 3.7692
C: -3.0709 -0.2046 4.3583
C: -1.8790 0.1695 3.7190
N: -1.9234 0.8509 2.5499
C: -0.4792 -0.1376 4.1950
O: -0.3882 -0.7108 5.2984
O: 0.4218 0.2203 3.3615
H: -3.8784 2.8836 -0.5631
H: -5.2749 1.0437 2.0906
H: -5.2539 -0.2081 4.2351
H: -2.9278 -0.7142 5.2938
C: -1.8233 -3.6787 3.3999
C: -0.4550 -3.6950 3.2093
C: 0.1250 -2.9700 2.1779
C: -0.6787 -2.1783 1.3821
C: -2.0592 -2.1991 1.5461
C: -2.6235 -2.9171 2.5813
P: -0.0334 -1.2621 -0.0331
C: 0.0972 -2.5074 -1.3137
C: 1.0432 -2.4064 -2.3339
C: 1.1567 -3.4033 -3.2897
C: 0.2825 -4.4901 -3.2699
C: -0.6431 -4.5919 -2.2596
C: -0.7451 -3.6232 -1.2786
C: 1.6859 -0.9413 0.4636
C: 2.7736 -1.7974 0.3069
C: 4.0142 -1.3906 0.7951
C: 4.1900 -0.2021 1.4920
C: 3.0821 0.6382 1.6786
C: 1.8532 0.2021 1.2202
H: -2.2644 -4.2303 4.2154
H: 0.1787 -4.2725 3.8709
H: 1.2013 -3.0002 2.0236
H: -2.6703 -1.5897 0.8828
H: -3.6861 -2.8202 2.7730
H: 1.7134 -1.5529 -2.3733
H: 1.9403 -3.3197 -4.0272
H: 0.3391 -5.2435 -4.0441
H: -1.3015 -5.4426 -2.2006
H: -1.5111 -3.7101 -0.5233
H: 2.6656 -2.7748 -0.1581
H: 4.8450 -2.0536 0.6162
H: 5.1791 0.0708 1.8593
H: 3.2006 1.5758 2.2234
C: -1.5395 3.0652 -3.2732
C: -0.1311 2.7824 -3.8102
C: 1.0209 2.7748 -2.7509
C: 2.3937 2.3922 -3.3990
C: 3.5161 2.2717 -2.3828
C: 1.1193 4.2217 -2.1750
O: 1.1845 5.2329 -2.8988
N: 1.0659 4.3061 -0.7651
C: 0.8883 3.2353 0.1494
O: 0.8433 3.4013 1.4034
N: 0.7222 1.9916 -0.3720
C: 0.7180 1.6570 -1.6850
O: 0.5157 0.4864 -2.1227
H: -2.2808 2.9614 -4.0728
H: -1.6058 4.0987 -2.8863
H: -1.7787 2.3714 -2.4646
H: 0.1291 3.5261 -4.5768
H: -0.1406 1.7835 -4.2878
H: 2.6379 3.1383 -4.1610
H: 2.2677 1.4321 -3.9281
H: 3.6306 3.1938 -1.8008
H: 4.4750 2.0568 -2.8668
H: 3.3178 1.4489 -1.6741
H: 1.2004 5.2473 -0.3932

(3)
Below is a molecular structure, C22H25N2O2PtS4, with properties calculated with ωB97M-V/def2-TZVPD.

Calculated values
HOMO = -10.73 eV
Net charge = +1
E_LUMO = -3.510 eV
Energy above the lowest of the compared OMol25 structures with the same formula, charge and spin = 0.00 kcal/mol

Geometry (Å):
Pt: 0.2384 0.7908 -0.1935
C: 0.6324 1.0928 -4.1715
C: -0.1763 2.2524 -3.6113
S: -0.4410 2.3041 -1.8011
C: 0.5734 3.6910 -1.2165
C: 2.0454 3.3553 -1.1297
S: 2.2951 1.8139 -0.1595
C: 3.3242 0.8247 -1.2954
C: 2.6882 0.1182 -2.4781
S: 2.4223 1.1850 -3.9283
H: 0.4808 1.0799 -5.2520
H: 0.2751 0.1308 -3.8014
H: -1.1841 2.2348 -4.0283
H: 0.2756 3.2059 -3.8857
H: 0.1660 3.8898 -0.2239
H: 0.3736 4.5640 -1.8379
H: 2.5886 4.1518 -0.6229
H: 2.4730 3.1933 -2.1165
H: 3.7922 0.0907 -0.6370
H: 4.1143 1.5095 -1.6099
H: 1.7335 -0.3251 -2.1973
H: 3.3472 -0.6962 -2.7798
C: -3.4193 4.3522 5.8354
C: -2.3988 3.5090 5.1252
C: -1.1442 4.0134 4.8057
C: -0.1995 3.2288 4.1590
C: -0.5084 1.9179 3.8329
C: -1.7563 1.3909 4.1444
C: -2.6893 2.1881 4.7805
S: 0.7668 0.9564 3.0540
O: 1.7001 1.9046 2.5168
O: 1.2389 -0.0381 3.9697
N: 0.0215 0.2354 1.7706
C: -0.7128 -0.9492 1.9179
C: -0.8699 -1.7326 3.0432
C: -1.7370 -2.8431 3.0419
C: -2.4513 -3.2094 1.9387
C: -2.3068 -2.4551 0.7549
C: -2.9378 -2.7940 -0.4586
C: -2.7069 -2.0536 -1.5870
C: -1.8567 -0.9488 -1.5046
N: -1.2631 -0.5963 -0.3811
C: -1.4547 -1.3302 0.7589
H: -3.0884 5.3854 5.9222
H: -3.5993 3.9700 6.8415
H: -4.3730 4.3399 5.3068
H: -0.8958 5.0346 5.0666
H: 0.7748 3.6271 3.9133
H: -2.0073 0.3693 3.8973
H: -3.6626 1.7775 5.0211
H: -0.3147 -1.5095 3.9393
H: -1.8204 -3.4202 3.9533
H: -3.1016 -4.0735 1.9459
H: -3.5961 -3.6533 -0.4875
H: -3.1679 -2.2990 -2.5323
H: -1.6671 -0.3245 -2.3678

(4)
Below is C5H7NO2 in the gas phase, with properties calculated with ωB97M-V/def2-TZVPD.

Calculated values
HOMO = -10.02 eV
E_LUMO = 0.646 eV
Energy above the lowest of the compared OMol25 structures with the same formula, charge and spin = 118.17 kcal/mol

Geometry (Å):
C: 1.8013 -1.8298 0.0977
C: 1.0867 -0.5561 -0.1314
C: 0.9962 0.7040 -0.2467
C: 1.2939 2.1665 0.0871
C: -0.1622 -0.1395 -0.7484
H: 1.0856 -2.4769 0.7785
H: 2.7775 -1.7868 0.5781
H: 1.8119 -2.4852 -0.8289
H: 1.1744 2.8274 -0.7610
H: 0.4953 2.5152 0.6697
H: 2.2613 2.2398 0.6399
H: -0.4202 -0.2490 -1.7519
N: -1.3942 -0.1114 0.0311
O: -2.4704 -0.1283 -0.5053
O: -1.2198 -0.1061 1.2689

(5)
Below is a molecular structure, C18H17N3O5RhS, with properties calculated with ωB97M-V/def2-TZVPD.

Calculated values
HOMO (alpha / beta) = -12.70 / -13.14 eV
Multiplicity = 5
Net charge = +1
E_LUMO (alpha / beta) = -3.731 / -6.275 eV

Geometry (Å):
Rh: -9.1526 0.7605 -10.2316
O: -12.1005 -1.8236 -9.2044
C: -11.2885 -0.9470 -9.2089
O: -10.0709 -0.9864 -9.8337
C: -11.6077 0.3928 -8.6883
C: -12.8192 0.7132 -8.1009
C: -13.0468 2.0744 -7.7532
C: -12.1150 3.0170 -8.1444
C: -10.9303 2.5733 -8.7576
N: -10.7054 1.2799 -8.9353
C: -9.8867 3.4292 -9.3778
O: -10.0029 4.6139 -9.4171
O: -8.8206 2.8222 -9.7617
H: -13.5077 -0.1571 -8.0227
H: -13.9603 2.3936 -7.2716
H: -12.3143 4.0385 -7.9559
C: -11.7265 -2.2826 -15.0869
C: -11.5460 -2.9776 -13.7301
C: -11.0174 -2.1667 -12.5660
N: -9.6235 -1.6864 -12.8228
C: -9.3205 -0.4146 -12.6642
S: -10.4291 0.8958 -12.3572
N: -7.9882 -0.0006 -12.6783
C: -6.8125 -0.7254 -12.1669
O: -6.1199 -0.1288 -11.4292
C: -6.4841 -2.0048 -12.7573
C: -6.9057 -2.4136 -14.0690
C: -6.7813 -3.7390 -14.4341
C: -6.1340 -4.6560 -13.5960
C: -5.6341 -4.2155 -12.4007
C: -5.8836 -2.9270 -11.9469
H: -11.7706 -3.0095 -15.8434
H: -10.8682 -1.6824 -15.3363
H: -12.5721 -1.5672 -15.1069
H: -10.8806 -3.9140 -13.8478
H: -12.5746 -3.4013 -13.4625
H: -11.0507 -2.8124 -11.6570
H: -11.5681 -1.2534 -12.3878
H: -8.9717 -2.3971 -13.1566
H: -7.9578 1.0240 -12.7348
H: -7.4194 -1.6460 -14.7393
H: -7.2001 -4.0601 -15.3986
H: -5.9637 -5.6147 -13.9825
H: -5.0949 -4.9303 -11.7147
H: -5.6345 -2.6483 -10.9475